# C3H3IN2S

A structure of composition C3H3IN2S in a non-equilibrium geometry (ωB97M-V with the def2-TZVPD basis set, the OMol25 dataset).

DFT total energy ... -25070.202 eV
Multiplicity ... 3
F_max ... 0.1102 hartree/bohr
E_HOMO (spin up / spin down) ... -8.833 / -9.720 eV
Kohn-Sham gap (spin up / spin down) ... 8.32 / 7.44 eV

```
10
Properties=species:S:1:pos:R:3:forces:R:3:lowdin_charge:R:1
C -0.2435 0.6297 0.6005 -1.45 -0.07 0.12 -0.103
C -1.6552 0.4266 0.8185 4.62 -1.89 -2.68 -0.219
C 0.2867 -0.4069 -0.1323 1.32 -0.85 0.03 -0.793
N -2.1438 -0.6381 0.2403 -0.51 -0.62 0.23 -0.319
N 1.5599 -0.6999 -0.4415 -0.53 0.20 0.02 -0.490
S -1.0011 -1.5440 -0.4649 0.34 -0.18 -0.55 1.005
I 3.0335 0.7197 -0.1727 -0.66 -0.43 0.03 0.743
H 0.4745 1.3757 0.8484 -0.29 0.90 0.69 0.036
H -2.2692 0.9982 1.3239 -2.91 3.02 2.49 0.055
H 1.9583 -0.8610 -2.6203 0.06 -0.08 -0.39 0.084
```
Positions in Å, forces in eV/Å.